Entry from OMol25: the ion C5H4NO4PS with charge -2 (ωB97M-V/def2-TZVPD).

Its LUMO energy is 5.24 eV. Its charge is -2. The structure (SMILES) is [H]/N=C(\[O-])c1sccc1[P@@](=O)([O-])O. The calculation puts the HOMO energy at -0.716 eV. The value obtained for the orbital gap is 5.956 eV. The electronic energy comes out at -35055.009 eV.

Geometry as XYZ:
```
16
Properties=species:S:1:pos:R:3:forces:R:3
H -0.8960 2.5958 -2.4602 0.4 -2.4 1.7
N -0.5868 1.6693 -1.9405 0.7 1.6 -1.1
C -1.3481 1.4048 -0.9025 -1.3 1.8 -0.7
O -2.4200 2.0235 -0.5835 0.2 -0.2 -0.1
C -1.0474 0.2624 -0.0258 5.1 -2.5 2.3
S -2.3450 -0.6218 0.5278 1.1 -1.1 1.5
C -1.3601 -1.7515 1.4356 -0.6 0.3 -0.1
C -0.0039 -1.5032 1.3360 -0.8 -1.7 0.3
C 0.3709 -0.4439 0.6291 -3.8 4.9 -4.1
P 2.0840 -0.1426 0.0758 1.2 -1.5 0.1
O 3.0515 0.0359 1.2374 -1.1 0.3 -0.7
O 2.3118 -1.3722 -0.7885 0.0 0.7 0.2
O 1.9907 1.1989 -0.7695 -1.6 0.9 -1.6
H -1.7343 -2.4542 2.1569 -0.7 -0.3 -0.2
H 0.7832 -2.2247 1.5016 -0.1 -0.2 1.0
H 1.1494 1.3234 -1.4298 1.4 -0.5 1.7
```
Positions in Å, forces in eV/Å.



Entry from OMol25: a cluster of 2 separate species, C5H4NO5 in total (ωB97M-V/def2-TZVPD).

Its LUMO energy is 3.16 eV. Its charge is -1. The calculation puts the HOMO energy at -4.062 eV. The value obtained for the orbital gap is 7.224 eV. The electronic energy comes out at -16977.712 eV.

Geometry as XYZ:
```
15
Properties=species:S:1:pos:R:3:forces:R:3
C -0.3569 -0.2839 0.5659 -0.4 0.7 -1.4
C 1.4212 1.2858 -0.6885 1.2 -1.9 -1.3
C -0.2917 -3.5312 -1.1032 3.9 0.3 2.1
C -0.3010 0.9761 1.3420 0.5 0.4 2.4
C 0.5097 0.6842 0.1386 -1.7 -1.2 0.7
N -1.4371 1.9724 1.4128 1.3 -1.8 0.4
O 1.8973 2.3668 -0.5465 0.9 1.7 -0.6
O 0.7045 -3.4918 -0.4929 -0.7 0.0 -0.1
O -1.0589 -1.2671 0.3339 0.0 -0.7 0.2
O 1.8837 0.3780 -1.7488 -1.8 0.0 1.6
O -1.1607 -3.6729 -1.8097 -3.1 -0.2 -1.9
H 0.3098 0.9297 2.2815 -0.8 0.3 -0.4
H -1.1314 2.6125 0.7122 -0.7 0.7 -0.7
H 1.2691 -0.3895 -1.5408 1.3 1.0 -0.7
H -2.2577 1.4309 1.1435 0.0 0.6 -0.4
```
Positions in Å, forces in eV/Å.



Entry from OMol25: a cluster of 2 separate species, C5H4O in total (ωB97M-V/def2-TZVPD).

Its LUMO energy is -0.19 eV. The calculation puts the HOMO energy at -9.162 eV. The value obtained for the orbital gap is 8.967 eV. The electronic energy comes out at -7289.826 eV.

Geometry as XYZ:
```
10
Properties=species:S:1:pos:R:3:forces:R:3
O -2.1168 -0.1478 0.3388 0.0 0.3 0.0
C -0.9290 -0.5790 -0.1940 0.1 -0.2 -0.2
C -0.3414 -0.0083 -1.3483 0.4 0.1 0.1
C 0.8234 0.4276 -1.4828 -0.3 -0.2 0.3
C 1.6910 0.6510 -0.4912 -0.4 -0.2 0.3
C 1.5844 0.3633 0.7414 0.2 0.2 -0.3
H -2.1829 0.8071 0.2050 0.0 -0.1 0.0
H -0.8711 -1.6652 -0.1026 0.0 0.1 0.0
H 0.2339 -0.1491 0.6537 0.0 0.0 -0.1
H 2.1086 0.3005 1.6802 -0.1 0.0 -0.1
```
Positions in Å, forces in eV/Å.



Entry from OMol25: an isolated molecule of C5H4O2 (ωB97M-V/def2-TZVPD).

Its LUMO energy is 0.00 eV. The structure (SMILES) is O=c1cccco1. The calculation puts the HOMO energy at -8.874 eV. The value obtained for the orbital gap is 8.874 eV. The electronic energy comes out at -9343.508 eV.

Geometry as XYZ:
```
11
Properties=species:S:1:pos:R:3:forces:R:3
O 0.4083 -2.4577 1.1675 -0.2 0.4 -0.4
C 0.2051 -1.4145 0.6375 0.9 0.4 0.8
C -0.6921 -1.0308 -0.4417 0.3 0.2 -0.1
C -0.6762 0.2312 -0.9524 0.2 -0.4 0.0
C 0.2023 1.1924 -0.4071 0.0 0.4 0.1
C 0.8501 0.9473 0.7535 -0.4 0.3 -0.4
O 1.0417 -0.2469 1.2727 -1.9 -0.9 -0.8
H -1.3282 -1.8120 -0.8528 0.1 0.2 0.4
H -1.3795 0.5619 -1.7203 0.3 -0.4 0.1
H 0.3265 2.1865 -0.7943 -0.6 0.3 -0.1
H 1.0420 1.8426 1.3374 1.1 -0.4 0.4
```
Positions in Å, forces in eV/Å.



Entry from OMol25: a cluster of 2 separate species, C5H4O2 in total (ωB97M-V/def2-TZVPD).

Its LUMO energy is 0.55 eV. The calculation puts the HOMO energy at -8.864 eV. The value obtained for the orbital gap is 9.412 eV. The electronic energy comes out at -9339.353 eV.

Geometry as XYZ:
```
11
Properties=species:S:1:pos:R:3:forces:R:3
C 1.4514 -1.1081 0.6468 -0.3 0.5 0.7
C 2.5606 1.3773 -0.3330 0.5 -0.2 0.2
C -1.9221 0.5378 0.0880 -0.4 -0.2 -2.3
C -0.6433 0.2946 -0.2573 -1.0 1.8 -0.7
C -0.0100 -0.8631 0.2608 -0.4 -3.1 3.0
O 3.3922 0.7864 0.1469 -0.2 0.5 -0.3
O 1.0920 -1.5573 -0.4734 -1.0 -0.4 -0.7
H -2.4004 1.3146 -0.5437 0.1 -0.2 1.1
H -2.6041 -0.2403 0.4852 0.7 0.7 0.3
H -0.1442 1.0357 -0.9439 -0.2 -1.1 1.0
H -0.7722 -1.5775 0.9236 2.2 1.6 -2.2
```
Positions in Å, forces in eV/Å.



Entry from OMol25: an isolated molecule of C5H4O2 (ωB97M-V/def2-TZVPD).

Its LUMO energy is -0.56 eV. The structure (SMILES) is O=C1C=CCC1=O. The calculation puts the HOMO energy at -9.369 eV. The value obtained for the orbital gap is 8.809 eV. The electronic energy comes out at -9342.941 eV.

Geometry as XYZ:
```
11
Properties=species:S:1:pos:R:3:forces:R:3
O -2.3609 0.3319 0.8093 0.6 0.0 0.2
C -1.1853 0.3143 0.5348 -0.6 0.2 0.4
C -0.4878 1.1430 -0.4494 -0.1 0.2 0.3
C 0.5491 0.4490 -0.9328 -1.0 -0.1 0.0
C 1.0551 -0.6126 0.0241 0.0 -0.1 -0.1
C -0.1766 -0.7938 0.9237 0.0 -0.5 0.4
O -0.3604 -1.6265 1.7693 0.2 0.4 -0.5
H -0.8961 2.0137 -0.9398 -0.4 -0.2 -0.1
H 0.5707 0.5710 -2.0019 1.8 -0.1 -0.3
H 1.8750 -0.2328 0.6520 -0.2 0.1 -0.3
H 1.4171 -1.5573 -0.3892 -0.3 0.1 -0.1
```
Positions in Å, forces in eV/Å.



Entry from OMol25: an isolated molecule of C5H4O2 (ωB97M-V/def2-TZVPD).

Its LUMO energy is 0.24 eV. The structure (SMILES) is O=C1C=CCC1=O. The calculation puts the HOMO energy at -9.321 eV. The value obtained for the orbital gap is 9.562 eV. The electronic energy comes out at -9342.238 eV.

Geometry as XYZ:
```
11
Properties=species:S:1:pos:R:3:forces:R:3
O 1.3521 0.8626 1.5330 0.6 0.9 -0.5
C 0.9816 0.6851 0.3977 0.3 0.4 0.6
C 1.2254 -0.6105 -0.2855 -0.3 -0.3 0.7
C -0.0202 -1.0760 -0.1048 0.0 -0.3 -0.3
C -1.1172 -0.0229 -0.2515 0.0 -0.1 0.0
C -0.2833 1.2557 -0.2331 -0.2 0.5 -0.1
O -0.5311 2.3757 -0.5920 0.1 -0.8 0.2
H 2.1368 -1.1872 -0.2123 -0.1 0.1 0.2
H -0.1757 -2.0558 0.3257 -0.5 -0.4 -0.8
H -1.8225 0.0313 0.5874 0.1 -0.2 -0.1
H -1.6786 -0.1914 -1.1746 0.0 0.2 0.1
```
Positions in Å, forces in eV/Å.



Entry from OMol25: an isolated molecule of C5H4O2 (ωB97M-V/def2-TZVPD).

Its LUMO energy is -0.64 eV. The structure (SMILES) is O=C1C=CCC1=O. The calculation puts the HOMO energy at -9.429 eV. The value obtained for the orbital gap is 8.792 eV. The electronic energy comes out at -9343.670 eV.

Geometry as XYZ:
```
11
Properties=species:S:1:pos:R:3:forces:R:3
O 2.0063 1.4458 0.7289 -0.4 -0.4 -0.1
C 1.1067 0.7173 0.3888 0.4 0.2 0.1
C 1.0627 -0.7577 0.3120 -0.1 0.0 -0.1
C -0.1374 -1.1644 -0.1213 0.1 0.0 0.0
C -1.1409 -0.0495 -0.2862 0.0 0.0 0.0
C -0.2803 1.1957 -0.1189 -0.2 0.5 -0.1
O -0.5738 2.3365 -0.3569 0.1 -0.6 0.1
H 1.9119 -1.3942 0.5306 -0.1 0.1 -0.1
H -0.3791 -2.1989 -0.3473 0.0 0.1 0.1
H -1.8978 -0.0747 0.5094 0.1 0.0 -0.1
H -1.6783 -0.0560 -1.2390 0.1 0.0 0.1
```
Positions in Å, forces in eV/Å.



Entry from OMol25: a cluster of 2 separate species, C5H4O2 in total (ωB97M-V/def2-TZVPD).

Its LUMO energy is 0.45 eV. The calculation puts the HOMO energy at -8.525 eV. The value obtained for the orbital gap is 8.977 eV. The electronic energy comes out at -9342.190 eV.

Geometry as XYZ:
```
11
Properties=species:S:1:pos:R:3:forces:R:3
O -0.6645 -2.8763 -0.8413 0.3 0.8 0.2
C -0.3630 -1.8048 -0.6379 0.1 -1.8 -0.2
C 1.0731 -0.0389 1.2776 -0.1 0.1 -0.1
C 0.7616 0.9089 0.3901 0.1 -0.1 0.1
C -0.4417 1.0531 -0.4348 -0.1 0.0 0.0
C -1.2923 0.2098 -1.0005 -0.8 0.4 -0.4
O -2.1861 -0.2754 -1.5882 0.6 0.5 0.5
H 0.4007 -0.8517 1.5312 0.1 0.1 0.0
H 2.0289 -0.0207 1.7940 -0.2 0.1 -0.1
H 1.4704 1.7257 0.2523 -0.1 -0.2 0.0
H -0.7446 2.0549 -0.7273 0.1 0.1 0.0
```
Positions in Å, forces in eV/Å.



Entry from OMol25: an isolated molecule of C5H4O2S (ωB97M-V/def2-TZVPD).

Its LUMO energy is -1.77 eV. The structure (SMILES) is C#CC(=O)C(=S)CO. The calculation puts the HOMO energy at -9.585 eV. The value obtained for the orbital gap is 7.817 eV. The electronic energy comes out at -20176.468 eV.

Geometry as XYZ:
```
12
Properties=species:S:1:pos:R:3:forces:R:3
C 3.1580 0.6900 -0.7035 -1.5 -0.5 0.6
C 2.1259 0.2459 -0.2684 0.9 0.4 -0.1
C 0.9276 -0.3570 0.2812 1.2 -1.0 -0.4
O 1.0020 -1.3427 0.9880 -0.4 0.7 -0.1
C -0.3635 0.2048 -0.1826 -2.4 -1.0 2.8
S -0.5717 1.4730 -1.0837 0.2 1.2 -1.1
C -1.5979 -0.5087 0.4791 1.4 -1.2 0.2
O -2.8179 -0.1730 -0.0577 -0.5 -0.1 -0.3
H 4.0056 1.1304 -1.1203 0.8 0.3 -0.3
H -1.3653 -1.5650 0.2838 -0.4 0.0 -0.4
H -1.6669 -0.5701 1.5987 0.7 0.9 -0.7
H -2.8360 0.7726 -0.2146 0.0 0.4 -0.1
```
Positions in Å, forces in eV/Å.



Record-wise max |F| values, in eV/A: 7.44, 4.39, 0.52, 2.20, 4.33, 1.81, 1.22, 0.63, 1.85, 3.77